# 1
{
  "formula": "C55H60BrN2O2P2S",
  "method": "wB97M-V/def2-TZVPD",
  "elements": ["Br", "S", "P", "P", "O", "O", "N", "N", "C", "C", "C", "C", "C", "C", "C", "C", "C", "C", "C", "C", "C", "C", "C", "C", "C", "C", "C", "C", "C", "C", "C", "C", "C", "C", "C", "C", "C", "C", "C", "C", "C", "C", "C", "C", "C", "C", "C", "C", "C", "C", "C", "C", "C", "C", "C", "C", "C", "C", "C", "C", "C", "C", "C", "H", "H", "H", "H", "H", "H", "H", "H", "H", "H", "H", "H", "H", "H", "H", "H", "H", "H", "H", "H", "H", "H", "H", "H", "H", "H", "H", "H", "H", "H", "H", "H", "H", "H", "H", "H", "H", "H", "H", "H", "H", "H", "H", "H", "H", "H", "H", "H", "H", "H", "H", "H", "H", "H", "H", "H", "H", "H", "H", "H"],
  "positions_angstrom": [[-3.45761, 2.82101, -0.72967], [-1.27254, 2.00027, 2.07469], [-2.12294, 0.24497, 2.24967], [-4.38021, 0.86911, 0.08530], [-5.86422, 0.58687, -0.78020], [1.52128, -1.98557, 0.71219], [-3.53682, -1.01626, -1.54943], [-3.22947, -0.47253, -0.36413], [1.66140, 4.35056, -5.55753], [-0.42079, 5.56963, -5.68065], [0.55075, -4.80256, -5.68461], [0.21993, -2.22214, 1.35630], [-1.04165, 4.58692, -4.90908], [-1.29741, -2.61014, -1.04545], [5.13166, -3.89834, 0.21694], [-1.03444, -1.85525, 0.37269], [8.90689, 2.64271, -1.30721], [9.26194, 3.48312, 0.92961], [7.06034, 2.76090, 0.24635], [5.23930, -5.98663, 1.42657], [-3.93010, -0.52776, 7.25816], [-4.55220, -1.51323, 8.02501], [0.42311, -2.47753, -6.32758], [4.79739, 0.97683, -4.79227], [0.79704, -4.42467, -4.36502], [0.35883, -3.82971, -6.66519], [-8.95645, 0.64134, -2.46243], [-0.76408, 0.83316, 7.58435], [-2.18067, -0.75168, 0.59498], [3.74828, 0.18779, -4.32156], [-0.72417, 0.00957, 8.70901], [3.15835, -4.76480, 1.30816], [-0.44128, -1.34928, 8.56847], [-0.23961, -1.05986, 6.17833], [5.16050, 2.13631, -4.10775], [4.48017, 2.50176, -2.94581], [1.76591, -0.56346, 0.43495], [-5.90241, -1.39234, 8.35253], [3.43350, 1.71065, -2.47306], [-6.63315, -0.29141, 7.90661], [-11.03740, 1.86317, -2.58083], [-0.20343, -1.88415, 7.30266], [-9.06409, 2.72963, -3.67205], [1.03930, 3.36509, -4.79068], [7.55864, 2.43765, -1.01543], [9.75938, 3.16338, -0.33336], [3.06432, 0.55612, -3.16279], [-0.51707, 0.30013, 6.31956], [-8.33435, 1.62681, -3.22928], [-0.31091, 3.48598, -4.46316], [-2.57970, -2.08527, -1.84571], [-10.30666, 0.76223, -2.13491], [5.86140, -5.00116, 0.65971], [3.88909, -5.86574, 1.75408], [0.85583, -3.07262, -4.02631], [0.93166, 5.45338, -6.00030], [-6.01229, 0.69131, 7.13504], [0.67315, -2.09969, -5.00864], [-10.41654, 2.84588, -3.35240], [1.93856, 0.38985, 1.75655], [7.91181, 3.28679, 1.21844], [3.77921, -3.78209, 0.53659], [-4.65984, 0.57505, 6.81539], [2.80886, -0.51633, -0.14455], [3.40549, -6.63066, 2.35673], [4.76621, 3.40270, -2.40950], [-0.91337, 0.42600, 9.69493], [6.91458, -5.09313, 0.40751], [1.60691, 2.50450, -4.44775], [0.16028, -4.12450, -7.69203], [-0.05192, -1.47637, 5.19222], [-0.63684, -3.47151, -1.48529], [0.13734, -1.74884, 2.44882], [-8.38885, -0.21925, -2.11951], [9.29358, 2.39593, -2.29207], [3.08796, 0.50651, 1.99286], [2.90449, 1.99473, -1.56664], [0.98876, -0.04923, -0.27313], [2.24526, -0.05699, -2.79725], [-7.68591, -0.19852, 8.15994], [2.10559, -4.67192, 1.56150], [-2.80864, -2.65572, -2.87208], [5.97360, 2.75448, -4.47849], [6.89529, 2.02631, -1.77234], [-10.79026, -0.00268, -1.53226], [-0.98708, 1.89155, 7.69375], [0.94316, -5.18316, -3.60044], [3.46335, -0.71395, -4.85721], [-7.28117, 1.53485, -3.48148], [2.71458, 4.25860, -5.80973], [5.61721, -3.12919, -0.37848], [-2.09441, 4.67980, -4.65575], [1.56849, 1.47965, 1.43889], [-2.87693, -0.61973, 7.00596], [1.04512, -2.77790, -2.99786], [0.15815, -3.39957, 1.54508], [0.50751, -5.85621, -5.94888], [-4.17429, 1.34421, 6.21997], [-10.98650, 3.70192, -3.70320], [5.80691, -6.84722, 1.76949], [-0.54162, 0.94342, 5.44418], [-3.98460, -2.37382, 8.36794], [9.92692, 3.88646, 1.68922], [-0.79451, 2.72107, -3.86051], [6.00917, 2.60324, 0.47282], [-6.28167, 1.48743, -0.91743], [-0.99075, 6.42567, -6.03145], [0.01121, -2.94428, 7.19224], [3.20925, -2.92605, 0.18579], [1.30802, 0.07376, 2.68970], [-1.38355, -0.44764, 3.30582], [0.27844, -1.71923, -7.09254], [-3.48680, 0.36965, 2.78328], [1.41721, 6.22253, -6.59572], [-6.58225, 1.54734, 6.78424], [-12.09016, 1.95605, -2.32750], [0.72482, -1.04588, -4.74602], [-8.57854, 3.49878, -4.26747], [7.52314, 3.54231, 2.20046], [-0.40756, -1.99068, 9.44475], [10.81095, 3.31973, -0.55917], [-6.38601, -2.15726, 8.95518], [5.33195, 0.68830, -5.69386]],
  "mulliken_charge": [-0.1108, -0.2800, 0.0606, 0.2577, -0.4109, -0.0206, -0.7748, 0.7021, -0.5175, -0.4476, -0.4027, 0.6054, -0.3926, -0.3000, -0.5718, 0.3574, -0.5043, -0.4128, -0.4472, -0.4440, 0.1196, -0.5016, -0.5614, -0.4781, -0.5587, -0.3900, -0.3822, -0.6156, 0.2764, -0.4241, -0.3984, -0.2104, -0.4553, 0.0813, -0.5566, -0.5750, 0.0300, -0.4164, -0.2957, -0.4364, -0.3646, -0.6218, -0.3997, 0.1979, -0.1470, -0.3513, -0.5023, -0.2180, -0.4216, -0.5504, -0.4669, -0.3621, -0.3895, -0.5049, -0.1095, -0.3958, -0.4549, -0.6122, -0.3687, -0.6060, -0.3736, 0.2251, -0.4115, 0.0409, 0.3649, 0.5882, 0.3774, 0.3736, 0.2348, 0.3747, 0.1852, 0.4643, -0.6643, 0.3880, 0.3648, 0.2973, 0.4714, 0.1227, 0.4110, 0.3615, 0.1448, 0.3540, 0.4622, 0.4063, 0.3568, 0.3984, 0.4049, 0.4306, 0.4867, 0.4068, 0.4173, 0.3672, 0.2012, 0.2460, 0.5597, 0.2865, 0.3746, 0.4185, 0.3589, 0.3641, 0.4565, 0.3850, 0.3512, 0.4187, 0.4027, 0.3389, 0.3529, 0.3671, 0.2300, 0.0084, -0.0211, 0.3972, 0.2314, 0.3685, 0.3701, 0.3592, 0.5524, 0.3559, 0.3524, 0.3922, 0.3590, 0.3641, 0.4183],
  "relative_energy_kcal_mol": 150.1,
  "orbital_gap_ev": 5.0,
  "energy_ha": -6046.1754,
  "total_charge": 1
}

***

# 2
{
  "formula": "C55H63BCoGe2N9O2S4",
  "method": "wB97M-V/def2-TZVPD",
  "elements": ["Ge", "Ge", "Co", "S", "S", "S", "S", "O", "O", "N", "N", "N", "N", "N", "N", "N", "N", "N", "C", "C", "C", "C", "C", "C", "C", "C", "C", "C", "C", "C", "C", "C", "C", "C", "C", "C", "C", "C", "C", "C", "C", "C", "C", "C", "C", "C", "C", "C", "C", "C", "C", "C", "C", "C", "C", "C", "C", "C", "C", "C", "C", "C", "C", "C", "C", "C", "C", "C", "C", "C", "C", "C", "C", "B", "H", "H", "H", "H", "H", "H", "H", "H", "H", "H", "H", "H", "H", "H", "H", "H", "H", "H", "H", "H", "H", "H", "H", "H", "H", "H", "H", "H", "H", "H", "H", "H", "H", "H", "H", "H", "H", "H", "H", "H", "H", "H", "H", "H", "H", "H", "H", "H", "H", "H", "H", "H", "H", "H", "H", "H", "H", "H", "H", "H", "H", "H", "H"],
  "positions_angstrom": [[-1.46754, 0.63865, 0.27238], [0.60960, -1.47372, 0.18530], [2.12149, 2.15445, 0.26570], [-0.75075, -0.64919, -1.46072], [-0.97664, -1.01732, 1.78577], [-0.18885, 2.29884, 0.86154], [2.44479, -0.35123, 0.45449], [6.58258, 2.15414, 0.22739], [4.98998, 2.21131, -1.20295], [5.37066, 2.16943, -0.06541], [2.28077, 4.17194, 0.48082], [2.43619, 3.43641, -2.44642], [2.11111, 2.35420, -1.72474], [2.75057, 5.02479, -0.43249], [2.38940, 1.77127, 2.55466], [5.94953, 2.01339, 2.68948], [4.40721, 2.14721, 0.89722], [3.68101, 1.97347, 3.05491], [-1.98094, 3.04679, -2.67373], [-0.50151, -2.69468, -4.37748], [-5.66430, 0.49082, -0.62949], [-3.72534, 2.47108, -0.43145], [-3.79338, -3.55221, -0.51235], [1.87520, -1.79093, 6.42239], [1.26301, -4.19032, 1.18398], [3.85591, -3.27762, 2.05727], [2.65244, -3.10802, 2.94373], [-0.37520, -3.34084, -3.15221], [-1.30061, 5.99561, -0.38127], [1.70232, -2.43206, 5.06984], [0.30584, -3.51629, 3.41223], [1.41620, -6.20366, -0.13721], [1.01302, -3.43623, 0.02978], [-3.94013, -2.21486, -0.86433], [-2.03000, 3.97152, -1.48786], [-3.54921, 4.11024, 2.01182], [-2.80490, 3.64463, -0.36854], [-2.06063, 5.64770, 0.72270], [2.04402, 1.32108, -2.56233], [2.78409, -2.53939, 4.20116], [-1.04472, -4.07222, 3.04610], [-1.28851, 5.13975, -1.47651], [-4.55754, -0.67387, 2.56336], [2.91247, 6.04225, 1.52643], [3.34285, -2.82834, -2.49680], [-5.98564, 1.79115, -0.97234], [-5.01716, 2.77189, -0.86775], [-1.58247, -4.01688, -2.55477], [-4.14529, -1.26872, 0.14489], [-4.37951, 0.16243, -0.20083], [2.36729, 4.76908, 1.67012], [3.14441, 6.15614, 0.16684], [4.71505, 2.03589, 2.17665], [2.56260, 3.09542, -3.73492], [1.38904, -3.56555, 2.53371], [-4.13115, -3.02195, 1.78744], [-3.71452, -5.42766, 1.15473], [0.42005, -1.35134, -6.29622], [0.47954, -2.93904, 4.66833], [0.57114, -2.05438, -4.97359], [1.80312, -2.08822, -4.32842], [0.86056, -3.34186, -2.50381], [2.31405, 1.74202, -3.86204], [-0.51517, 7.27965, -0.41832], [-2.81158, 4.47726, 0.74977], [1.45424, -5.56724, 1.09171], [-4.25962, -1.67520, 1.47963], [-3.88034, -1.82336, -2.31975], [-3.38840, 1.14747, -0.10510], [1.03238, -4.07540, -1.21641], [1.97214, -2.73283, -3.11092], [1.22185, -5.45500, -1.28478], [-3.87672, -3.97078, 0.80779], [2.65702, 4.89655, -1.97854], [1.69784, 2.21024, 3.14695], [-3.75971, 0.06682, 2.63673], [-1.05631, -4.46738, 2.03316], [-3.61581, -4.28788, -1.29196], [3.74579, -2.68820, 1.14638], [-4.23186, -3.33445, 2.82200], [-5.48594, -0.13849, 2.35209], [-0.40743, 7.69609, 0.58382], [2.66126, -1.60416, -4.78402], [0.96332, -1.87458, 7.01270], [-5.24689, 3.79984, -1.12258], [-1.47071, -2.68783, -4.86743], [2.33683, 1.14205, -4.75430], [1.79613, 0.33404, -2.21910], [-1.79309, -3.28246, 3.10450], [2.80083, 3.83874, -4.47791], [1.72269, 5.57499, -2.34913], [-2.76740, -5.81042, 0.76893], [2.69017, -2.26265, 6.97509], [-1.02389, 8.02015, -1.04171], [-1.62903, 2.05461, -2.37697], [-2.06636, 6.29334, 1.59674], [-6.98128, 2.03640, -1.32259], [-4.64759, -1.17133, 3.52907], [2.11451, -0.73047, 6.31623], [2.17470, 0.77853, 2.42346], [-4.13982, 4.95327, 2.37696], [0.47722, 7.11091, -0.83750], [1.21352, -1.64536, -6.98535], [-4.21124, 3.26004, 1.86099], [4.76007, -2.94624, 2.56887], [3.61271, -3.87221, -2.31801], [3.76010, -2.18381, 4.51983], [3.90022, 1.57585, 3.95496], [2.00662, 4.28485, 2.56062], [-2.97258, 2.92675, -3.11727], [3.97610, -4.32302, 1.76485], [-0.54148, -1.58084, -6.75513], [0.47827, -0.26904, -6.16320], [-2.94571, -2.15845, -2.77080], [1.54785, -7.27725, -0.20101], [-0.37120, -2.87995, 5.34014], [3.38023, -2.30717, -1.53999], [6.11793, 1.88464, 3.66938], [-4.51701, -6.02320, 0.71338], [3.11158, 6.76861, 2.29532], [-3.72930, -5.57915, 2.23405], [-0.66726, 5.38820, -2.33017], [3.53728, 6.97490, -0.41225], [-1.29711, 3.43137, -3.43005], [-2.82417, 3.83784, 2.78317], [3.69603, 5.29219, -2.44969], [1.21305, -5.93344, -2.25775], [1.63508, -6.13126, 1.99993], [-1.37195, -4.42221, -1.56836], [-1.32577, -4.87144, 3.73736], [-6.40728, -0.29661, -0.69029], [-1.92434, -4.82932, -3.20123], [-3.94070, -0.74652, -2.44989], [-2.39526, -3.29866, -2.45417], [4.08674, -2.37464, -3.15117], [-4.70438, -2.28624, -2.86870], [6.68669, 2.05354, 1.99277]],
  "lowdin_spin": [0.0110, -0.0017, 0.9285, 0.0009, 0.0007, 0.0384, -0.0146, 0.0005, 0.0006, 0.0000, -0.0090, 0.0008, 0.0050, -0.0003, 0.0107, 0.0006, 0.0207, 0.0016, 0.0000, 0.0000, 0.0001, 0.0004, 0.0000, 0.0000, -0.0001, -0.0004, -0.0002, 0.0001, 0.0001, 0.0000, 0.0000, 0.0000, -0.0008, 0.0000, 0.0001, 0.0008, 0.0007, 0.0002, -0.0004, 0.0000, 0.0000, 0.0001, 0.0000, -0.0005, 0.0000, 0.0001, 0.0000, 0.0000, 0.0000, 0.0004, -0.0018, -0.0006, 0.0028, -0.0005, 0.0000, 0.0000, 0.0000, 0.0000, 0.0000, 0.0000, 0.0000, 0.0001, 0.0000, 0.0000, 0.0010, 0.0000, 0.0000, 0.0000, 0.0026, -0.0001, 0.0000, 0.0000, 0.0000, 0.0003, -0.0001, 0.0000, 0.0000, 0.0000, -0.0004, 0.0000, 0.0000, 0.0000, 0.0000, 0.0000, 0.0000, 0.0000, 0.0001, 0.0001, 0.0000, 0.0000, 0.0000, 0.0000, 0.0000, 0.0000, 0.0000, 0.0000, 0.0000, 0.0000, 0.0000, 0.0001, 0.0000, 0.0000, 0.0000, 0.0000, 0.0000, 0.0000, 0.0000, 0.0005, -0.0001, 0.0000, 0.0000, 0.0000, 0.0000, 0.0000, 0.0000, 0.0000, 0.0000, 0.0003, 0.0000, -0.0001, 0.0000, 0.0000, 0.0000, 0.0000, 0.0006, 0.0000, 0.0000, 0.0000, 0.0000, 0.0000, 0.0000, 0.0000, 0.0000, 0.0000, 0.0000, 0.0000, 0.0000],
  "s2": 0.760,
  "orbital_gap_ev": [6.4, 6.4],
  "energy_ha": -9931.4035,
  "total_charge": -1,
  "spin_multiplicity": 2
}